Entry from OMol25: the molecule C3H6N2 in a non-equilibrium geometry (ωB97M-V/def2-TZVPD).

Each line ends with the natural charge from an NBO analysis.
Cartesian coordinates (Å):
C 0.6201 -1.1609 0.5494  0.228
N 1.1173 -0.8193 -0.6623  -0.466
C 0.3635 0.4671 -0.9407  -0.260
C -0.6148 0.5951 -0.0076  -0.284
N -0.5295 -0.5361 0.9050  -0.614
H 0.7621 -2.1766 1.1993  0.204
H 1.2581 1.2651 -0.9027  0.206
H -0.1338 0.3442 -2.0621  0.199
H -0.3358 1.4587 0.4845  0.196
H -1.6776 0.9187 -0.4193  0.195
H -0.8294 -0.3559 1.8566  0.396

## Properties
Lowest unoccupied orbital energy   0.9 eV
Net charge   0
ΔE to the lowest compared entry with this formula, charge and spin   63.9 kcal per mole
Kohn-Sham gap   9.2 eV
E_tot   -227.32294 a.u.